A gas-phase ion, C5H13BNO2 (charge +1), computed with the ωB97M-V functional and the def2-TZVPD basis.

structure (SMILES): OB(O)[C@H]1CCC[NH2+]C1
molecular weight: 129.98 g/mol
gap between HOMO and LUMO: 11.25 eV
net charge: +1
2S+1: 1

Bonds (Å) are listed after each position.
Element x y z (Å)
1 O -2.16773 2.39396 0.80519  B2 1.350, H10 0.963
2 B -1.37022 1.31222 0.93730  O1 1.350, O3 1.370, C4 1.601
3 O -1.29045 0.68396 2.15263  B2 1.370, H11 0.958
4 C -0.65313 0.79874 -0.39943  B2 1.601, C5 1.542, C9 1.539, H12 1.091
5 C 0.87712 0.99046 -0.40138  C4 1.542, C6 1.525, H13 1.090, H14 1.095
6 C 1.61703 -0.08172 0.39143  C5 1.525, C7 1.533, H15 1.089, H16 1.090
7 C 1.31667 -1.49115 -0.13048  C6 1.533, N8 1.514, H17 1.088, H18 1.088
8 N 0.15208 -1.50611 -1.09785  C7 1.514, C9 1.514, H19 1.020, H20 1.020
9 C -1.04026 -0.65812 -0.70714  C4 1.539, N8 1.514, H21 1.089, H22 1.091
10 H -2.58214 2.68132 1.62589  O1 0.963
11 H -0.54560 0.10435 2.31510  O3 0.958
12 H -1.05690 1.42414 -1.19671  C4 1.091
13 H 1.11695 1.97086 0.00988  C5 1.090
14 H 1.25861 1.00521 -1.42784  C5 1.095
15 H 2.69104 0.08488 0.31979  C6 1.089
16 H 1.38069 -0.01595 1.45387  C6 1.090
17 H 1.05517 -2.19173 0.66043  C7 1.088
18 H 2.15995 -1.90720 -0.67865  C7 1.088
19 H 0.47148 -1.23096 -2.02688  N8 1.020
20 H -0.16492 -2.47178 -1.18575  N8 1.020
21 H -1.72465 -0.71487 -1.55185  C9 1.089
22 H -1.50075 -1.18052 0.13246  C9 1.091